#i
{
  "formula": "C7H18N2",
  "method": "ωB97M-V/def2-TZVPD",
  "gap_ev": 9.60,
  "smiles": "CC[C@@H](C)[C@](C)(N)NC",
  "e_lumo_ha": 0.0368,
  "species": ["C", "C", "C", "C", "C", "C", "N", "N", "C", "H", "H", "H", "H", "H", "H", "H", "H", "H", "H", "H", "H", "H", "H", "H", "H", "H", "H"],
  "coordinates": [[1.117, 0.613, 2.413], [1.480, -0.323, 1.270], [0.310, -0.703, 0.235], [-0.697, -1.639, 0.928], [-0.301, 0.537, -0.462], [0.759, 1.456, -1.090], [-1.131, 1.296, 0.431], [-1.320, 0.136, -1.530], [-1.028, -1.027, -2.351], [0.211, 0.294, 2.936], [1.926, 0.636, 3.151], [0.978, 1.640, 2.064], [2.329, 0.094, 0.718], [1.839, -1.269, 1.695], [0.839, -1.290, -0.525], [-1.733, -1.438, 0.647], [-0.637, -1.585, 2.019], [-0.483, -2.676, 0.647], [1.380, 1.943, -0.331], [0.298, 2.260, -1.678], [1.421, 0.897, -1.758], [-1.121, 2.282, 0.202], [-2.082, 0.963, 0.276], [-1.437, 0.937, -2.149], [-1.183, -1.958, -1.798], [-1.722, -1.064, -3.199], [-0.012, -1.013, -2.762]],
  "lowdin_charge": [-0.125, -0.215, -0.299, -0.069, -0.573, -0.032, 0.075, -0.069, -0.141, 0.066, 0.069, 0.057, 0.095, 0.105, 0.118, 0.072, 0.069, 0.076, 0.076, 0.081, 0.085, 0.076, 0.082, 0.098, 0.070, 0.080, 0.073]
}

#ii
{
  "formula": "C7H18N2",
  "method": "ωB97M-V/def2-TZVPD",
  "gap_ev": 9.44,
  "e_lumo_ha": 0.0334,
  "species": ["C", "C", "C", "C", "C", "C", "C", "N", "N", "H", "H", "H", "H", "H", "H", "H", "H", "H", "H", "H", "H", "H", "H", "H", "H", "H", "H"],
  "coordinates": [[0.532, -0.016, 0.179], [-1.371, 0.001, 0.304], [0.260, -0.705, -2.188], [1.016, 1.114, 1.091], [1.075, -1.365, 0.657], [-1.922, 1.406, 0.163], [-1.776, -0.659, 1.608], [0.643, 0.286, -1.189], [2.399, 0.519, -1.323], [-1.725, -0.619, -0.521], [2.466, 1.345, -1.921], [2.787, -0.253, -1.870], [-0.153, -0.170, -3.047], [1.065, -1.336, -2.579], [-0.501, -1.446, -1.931], [2.101, 1.059, 1.223], [0.599, -2.210, 0.157], [0.573, 1.037, 2.088], [0.785, 2.091, 0.662], [0.927, -1.473, 1.735], [2.151, -1.417, 0.468], [-1.596, 1.878, -0.766], [-1.337, -0.157, 2.474], [-1.622, 2.037, 1.006], [-3.021, 1.390, 0.156], [-2.867, -0.626, 1.731], [-1.489, -1.713, 1.631]],
  "lowdin_charge": [-0.500, -0.290, -0.126, -0.069, -0.059, -0.104, -0.108, -0.100, 0.073, 0.095, 0.042, 0.031, 0.079, 0.071, 0.072, 0.071, 0.074, 0.074, 0.078, 0.078, 0.075, 0.072, 0.073, 0.073, 0.078, 0.079, 0.068]
}

Most stable: #i. Least stable: #ii.

#i
{
  "formula": "C7H9N3",
  "method": "ωB97M-V/def2-TZVPD",
  "gap_ev": [7.03, 6.96],
  "e_lumo_ha": [-0.0226, -0.0213],
  "species": ["C", "C", "C", "C", "C", "C", "C", "N", "N", "N", "H", "H", "H", "H", "H", "H", "H", "H", "H"],
  "coordinates": [[-0.293, -2.364, 1.401], [0.297, -1.125, 1.678], [-0.450, -1.235, -0.406], [-1.063, -0.786, -1.537], [-0.986, 0.521, -2.094], [0.090, 1.320, -2.097], [1.030, 1.586, 1.354], [-0.728, -2.435, 0.162], [0.280, -0.425, 0.528], [0.732, 0.746, 0.238], [-0.405, -3.189, 2.081], [0.775, -0.784, 2.573], [-1.796, -1.468, -1.946], [-1.912, 0.884, -2.524], [1.075, 0.973, -1.865], [0.005, 2.327, -2.472], [1.965, 1.285, 1.843], [1.152, 2.598, 0.973], [0.231, 1.571, 2.110]],
  "lowdin_charge": [-0.134, -0.060, -0.268, 0.003, -0.179, 0.033, -0.123, 0.078, -0.084, -0.041, 0.104, 0.100, 0.116, 0.097, 0.058, 0.063, 0.082, 0.074, 0.083]
}

#ii
{
  "formula": "C7H9N3",
  "method": "ωB97M-V/def2-TZVPD",
  "gap_ev": 8.37,
  "smiles": "C/C(C#N)=C(\\C#N)N(C)C",
  "e_lumo_ha": -0.0038,
  "species": ["C", "C", "C", "N", "C", "C", "N", "N", "C", "C", "H", "H", "H", "H", "H", "H", "H", "H", "H"],
  "coordinates": [[-0.413, 1.105, -2.755], [-0.561, 0.829, -1.247], [-1.799, 1.276, -0.795], [-2.779, 1.779, -0.492], [0.457, 0.260, -0.530], [1.547, -0.339, -1.278], [2.261, -0.974, -1.883], [0.316, -0.236, 0.756], [1.478, -0.774, 1.516], [-0.820, -0.022, 1.514], [-1.197, 1.694, -3.165], [-0.475, 0.103, -3.258], [0.508, 1.319, -3.077], [1.148, -0.732, 2.535], [1.692, -1.865, 1.417], [2.364, -0.228, 1.265], [-0.503, 0.070, 2.514], [-1.320, 0.985, 1.431], [-1.525, -0.920, 1.495]],
  "lowdin_charge": [-0.027, -0.202, -0.258, 0.171, -0.179, -0.167, 0.202, -0.184, -0.021, -0.103, 0.076, 0.108, 0.028, 0.068, 0.103, 0.083, 0.059, 0.107, 0.135]
}

Most stable: #ii. Least stable: #i.

#i
{
  "formula": "C7H9N3",
  "method": "ωB97M-V/def2-TZVPD",
  "gap_ev": [6.89, 7.09],
  "e_lumo_ha": [-0.0148, -0.0237],
  "species": ["C", "C", "C", "C", "C", "C", "C", "N", "N", "N", "H", "H", "H", "H", "H", "H", "H", "H", "H"],
  "coordinates": [[-1.983, -2.005, 0.315], [-0.814, -1.777, 1.054], [-0.996, -0.371, -0.710], [-0.476, 0.493, -1.619], [0.766, 1.108, -1.627], [0.853, 2.374, -1.971], [1.148, -0.051, 2.107], [-2.118, -1.213, -0.737], [-0.186, -0.765, 0.400], [0.758, 0.014, 0.769], [-2.685, -2.794, 0.584], [-0.485, -2.359, 1.923], [-1.175, 0.769, -2.453], [1.644, 0.675, -1.346], [-0.045, 2.923, -2.181], [1.780, 2.853, -1.842], [1.190, 0.997, 2.301], [0.563, -0.644, 2.762], [2.261, -0.228, 2.272]],
  "lowdin_charge": [-0.157, -0.066, -0.234, -0.027, -0.219, 0.039, -0.112, 0.082, -0.098, 0.002, 0.108, 0.113, 0.146, 0.073, 0.066, 0.048, 0.074, 0.054, 0.108]
}

#ii
{
  "formula": "C7H9N3",
  "method": "ωB97M-V/def2-TZVPD",
  "gap_ev": 9.00,
  "smiles": "N#C[C@@H]1C=CC=C(N)[C@H]1N",
  "e_lumo_ha": 0.0331,
  "species": ["N", "C", "C", "C", "C", "C", "C", "N", "C", "N", "H", "H", "H", "H", "H", "H", "H", "H", "H"],
  "coordinates": [[-1.495, 1.313, 2.065], [-1.491, 0.846, 1.028], [-1.446, 0.357, -0.333], [-1.448, -1.110, -0.297], [-0.389, -1.831, 0.133], [0.699, -1.045, 0.733], [0.826, 0.238, 0.459], [1.690, 1.241, 0.959], [-0.021, 0.737, -0.672], [0.500, 0.164, -1.985], [-2.136, 0.762, -1.004], [-2.242, -1.593, -0.715], [-0.400, -2.937, -0.025], [1.309, -1.658, 1.359], [2.283, 0.873, 1.770], [1.600, 2.227, 1.128], [0.083, 1.770, -0.721], [0.694, -0.841, -1.735], [1.384, 0.486, -2.146]],
  "lowdin_charge": [0.194, -0.211, -0.229, -0.074, -0.068, -0.075, -0.340, 0.113, -0.296, 0.090, 0.141, 0.078, 0.126, 0.101, 0.128, 0.089, 0.122, 0.088, 0.024]
}

#iii
{
  "formula": "C7H9N3",
  "method": "ωB97M-V/def2-TZVPD",
  "gap_ev": 8.23,
  "e_lumo_ha": 0.0326,
  "species": ["C", "C", "C", "C", "C", "C", "C", "N", "N", "N", "H", "H", "H", "H", "H", "H", "H", "H", "H"],
  "coordinates": [[-0.929, -0.581, -1.620], [1.009, 0.705, 1.814], [-0.061, -0.164, -0.691], [1.905, 0.035, -0.429], [-2.350, -0.760, -0.927], [2.173, 0.823, 0.782], [-2.165, -0.029, 0.348], [-0.231, 0.463, 1.667], [2.604, -0.443, -1.339], [-0.736, 0.093, 0.542], [-0.590, -0.903, -2.653], [1.209, 0.960, 2.885], [-3.263, -0.370, -1.518], [-2.474, -1.797, -0.911], [2.439, 1.863, 0.627], [3.054, 0.465, 1.254], [-2.708, 0.871, 0.334], [-2.543, -0.700, 1.095], [3.657, -0.530, -1.261]],
  "lowdin_charge": [-0.058, -0.156, -0.032, -0.214, -0.158, -0.139, -0.168, 0.038, 0.115, -0.176, 0.110, 0.103, 0.134, 0.075, 0.117, 0.094, 0.105, 0.117, 0.095]
}

Most stable: #ii. Least stable: #iii.

#i
{
  "formula": "C5H14NO2",
  "method": "ωB97M-V/def2-TZVPD",
  "spin_multiplicity": 2,
  "gap_ev": [2.54, 7.13],
  "total_charge": -2,
  "s_squared": 0.75,
  "e_lumo_ha": [0.2340, 0.2335],
  "species": ["C", "N", "C", "C", "C", "C", "O", "H", "H", "H", "H", "H", "H", "H", "H", "H", "H", "H", "H", "H", "H", "O"],
  "coordinates": [[1.416, -1.636, 0.880], [0.421, -1.331, -0.143], [0.866, -1.877, -1.415], [1.269, 1.047, 0.039], [0.106, 0.143, -0.311], [-1.149, 0.504, 0.499], [-1.992, 1.345, -0.200], [1.033, -1.261, 1.827], [2.438, -1.297, 0.644], [1.557, -2.727, 0.914], [1.624, -1.262, -1.920], [1.230, -2.899, -1.312], [0.038, -1.924, -2.127], [2.086, 0.894, -0.646], [0.913, 2.089, 0.001], [1.538, 0.962, 1.090], [-0.291, 0.236, -1.312], [-1.635, -0.440, 0.735], [-0.802, 0.926, 1.462], [-2.823, 2.377, 0.270], [-4.353, 2.903, 0.656], [-3.491, 3.227, 0.370]],
  "lowdin_charge": [-0.379, -0.233, -0.368, -0.133, -0.368, -0.406, -0.310, 0.047, 0.003, -0.014, 0.026, -0.017, 0.038, 0.035, 0.077, 0.047, 0.115, 0.079, 0.090, -0.035, -0.044, -0.250]
}

#ii
{
  "formula": "C5H14NO2",
  "method": "ωB97M-V/def2-TZVPD",
  "spin_multiplicity": 2,
  "gap_ev": [2.42, 7.22],
  "total_charge": -2,
  "s_squared": 0.75,
  "e_lumo_ha": [0.2420, 0.2410],
  "species": ["C", "C", "C", "C", "N", "C", "O", "H", "H", "H", "H", "H", "H", "H", "H", "H", "H", "H", "H", "H", "H", "O"],
  "coordinates": [[-2.196, 0.278, -0.801], [-0.669, 0.367, -0.409], [-0.276, -0.970, 0.316], [-1.003, -1.172, 1.690], [0.089, 0.760, -1.595], [1.610, 1.206, -1.470], [2.425, 0.472, -0.717], [-2.353, 0.098, -1.872], [-2.605, -0.591, -0.295], [-2.650, 1.225, -0.545], [-0.723, 1.149, 0.365], [-0.557, -1.775, -0.367], [0.761, -1.021, 0.568], [-1.281, -2.221, 1.843], [-1.990, -0.643, 1.704], [-0.387, -0.698, 2.454], [0.084, -0.072, -2.206], [1.833, 1.044, -2.513], [1.397, 2.212, -1.028], [2.449, 0.353, 0.945], [3.284, -0.404, 2.025], [2.758, 0.402, 1.909]],
  "lowdin_charge": [-0.318, -0.431, -0.256, -0.365, -0.065, -0.480, -0.328, 0.016, -0.014, 0.001, 0.121, 0.075, 0.055, -0.032, -0.005, 0.030, 0.071, 0.057, 0.082, -0.024, -0.004, -0.185]
}

Most stable: #i. Least stable: #ii.

#i
{
  "formula": "CH5NO2S",
  "method": "ωB97M-V/def2-TZVPD",
  "gap_ev": 9.82,
  "smiles": "CN(S)OO",
  "e_lumo_ha": 0.0262,
  "species": ["C", "N", "S", "O", "O", "H", "H", "H", "H", "H"],
  "coordinates": [[-1.130, 0.338, 0.399], [-0.039, -0.546, -0.042], [1.309, -0.917, 1.100], [0.372, -0.403, -1.260], [1.199, 0.847, -1.288], [-0.677, 1.026, 1.076], [-1.398, 0.878, -0.480], [-2.108, -0.127, 0.841], [0.873, -1.969, 1.786], [1.599, 0.872, -2.132]],
  "lowdin_charge": [-0.103, -0.575, 0.785, -0.176, -0.049, 0.049, 0.069, 0.118, -0.174, 0.056]
}

#ii
{
  "formula": "CH5NO2S",
  "method": "ωB97M-V/def2-TZVPD",
  "gap_ev": 10.20,
  "smiles": "CN=[S@@H](=O)O",
  "e_lumo_ha": 0.0143,
  "species": ["C", "N", "S", "O", "O", "H", "H", "H", "H", "H"],
  "coordinates": [[-1.324, 0.750, 0.085], [0.068, 0.920, 0.054], [1.199, -0.043, -0.283], [2.478, 0.588, -0.056], [1.114, -1.436, 0.611], [-1.846, 1.695, -0.188], [-1.642, -0.165, -0.597], [-1.662, 0.330, 1.149], [1.394, -0.860, -1.528], [0.220, -1.781, 0.753]],
  "lowdin_charge": [-0.239, -0.314, 0.691, -0.352, -0.248, 0.075, 0.095, 0.105, 0.119, 0.068]
}

Most stable: #ii. Least stable: #i.

#i
{
  "formula": "CH5NO2S",
  "method": "ωB97M-V/def2-TZVPD",
  "gap_ev": 9.24,
  "smiles": "C[S@@H](=O)=NO",
  "e_lumo_ha": 0.0101,
  "species": ["C", "S", "O", "N", "O", "H", "H", "H", "H", "H"],
  "coordinates": [[-1.521, -0.259, 0.279], [0.204, 0.269, -0.391], [0.516, 1.483, 0.339], [1.394, -0.785, -0.638], [2.313, -0.693, 0.451], [-1.988, 0.513, -0.183], [-1.693, -1.295, -0.024], [-1.529, -0.042, 1.366], [-0.484, 0.556, -1.658], [2.787, 0.253, 0.458]],
  "lowdin_charge": [-0.141, 0.781, -0.413, -0.355, -0.223, -0.017, 0.061, 0.068, 0.098, 0.140]
}

#ii
{
  "formula": "CH5NO2S",
  "method": "ωB97M-V/def2-TZVPD",
  "gap_ev": 10.09,
  "smiles": "CS(N)(=O)=O",
  "e_lumo_ha": 0.0150,
  "species": ["C", "S", "N", "O", "O", "H", "H", "H", "H", "H"],
  "coordinates": [[0.441, -1.313, -0.345], [0.057, 0.253, 0.555], [-0.351, 1.324, -0.684], [-1.566, 0.167, 1.578], [1.133, 0.744, 1.339], [0.441, -2.074, 0.506], [-0.507, -1.566, -0.807], [1.315, -1.005, -0.893], [0.367, 1.980, -0.673], [-1.331, 1.490, -0.575]],
  "lowdin_charge": [-0.139, 0.773, -0.088, -0.502, -0.346, 0.095, 0.057, 0.056, 0.036, 0.057]
}

Most stable: #ii. Least stable: #i.